The following is a quantum chemistry calculation of C2H7NO4S2 as an isolated structure, from the Open Molecules 2025 dataset.

HOMO energy: -9.202 eV
E_LUMO: 0.354 eV
Multiplicity: 1
Net charge: 0
Frontier orbital gap: 9.555 eV

```
16
Properties=species:S:1:pos:R:3:forces:R:3
C -1.44806 0.65136 2.01648 -1.31 0.78 -1.37
C -0.63919 0.80813 0.72804 2.13 -2.28 1.63
N 0.60422 1.44761 1.05753 -0.08 0.05 1.40
O 1.57222 -2.25843 -1.93331 0.72 -0.12 -0.38
O 0.63793 -0.76654 -3.57521 0.21 0.04 -1.57
O -0.38872 -1.00048 -1.50890 -1.02 0.30 1.35
O 1.67802 0.23189 -1.58843 1.28 -0.11 0.44
S -0.40670 -1.04530 0.21870 -0.29 0.39 -0.38
S 0.99470 -0.82636 -2.21861 -1.55 0.24 0.36
H -1.77062 1.62038 2.39656 0.49 0.11 0.22
H -2.38205 0.09127 1.91795 0.32 -0.14 -0.28
H -0.79035 0.13882 2.67096 0.36 -0.40 1.12
H -1.00955 1.23012 -0.12871 -1.63 1.02 -1.88
H 1.15011 -2.78287 -2.64783 0.44 -0.10 0.45
H 1.42541 1.16942 0.53046 -0.38 0.00 -0.18
H 0.77264 1.29099 2.06434 0.29 0.23 -0.92
```
Positions in Å, forces in eV/Å.

Results of the Mulliken charge analysis, in e, for atoms 1 through 6: atom 1 (C): -1.473, atom 2 (C): 0.131, atom 3 (N): -0.564, atom 4 (O): -0.442, atom 5 (O): -0.558, atom 6 (O): -0.289

=====

The following is a quantum chemistry calculation of C21H28I2N2O3OsSSi as an isolated structure, from the Open Molecules 2025 dataset.

HOMO energy (spin up / spin down): -13.060 / -13.060 eV
E_LUMO (spin up / spin down): -7.793 / -7.736 eV
Multiplicity: 1
Net charge: +2
Frontier orbital gap (spin up / spin down): 5.267 / 5.324 eV

```
59
Properties=species:S:1:pos:R:3:forces:R:3
Os 0.33344 -0.08503 0.38180 -1.26 1.47 -2.01
I -4.09244 -0.74786 3.07688 0.05 -0.14 -0.17
C -3.35850 -1.81301 1.44693 0.94 0.91 0.09
C -4.08784 -2.91038 0.97811 -0.10 -0.44 -0.33
C -3.67885 -3.63165 -0.11440 -0.20 -0.09 0.07
I -4.83156 -5.26381 -0.73084 0.12 0.19 0.05
C -2.48144 -3.27124 -0.79109 -0.01 -0.03 -0.06
C -1.97967 -3.91196 -1.93790 0.06 0.02 0.04
C -0.80139 -3.48804 -2.50388 -0.07 0.00 0.00
C -0.10019 -2.44360 -1.90365 0.25 0.07 0.00
N -0.54431 -1.82037 -0.82640 0.85 0.79 0.56
C -1.72728 -2.18935 -0.28221 -0.46 0.18 0.45
C -2.16006 -1.42525 0.83963 -1.60 -1.20 -0.61
O -1.42167 -0.41502 1.23858 1.97 0.27 1.03
H -4.99337 -3.19055 1.49811 -0.01 0.02 -0.01
H -2.52539 -4.74254 -2.36545 -0.02 0.00 0.00
H -0.40971 -3.95891 -3.39364 0.04 0.01 0.01
H 0.84909 -2.11131 -2.30792 0.01 0.00 0.02
O 1.33200 1.53983 -0.55760 0.09 0.34 -0.02
C 2.71367 1.57244 -0.89284 0.88 -0.11 -0.09
C 3.16694 0.16052 -0.82326 0.35 0.43 -0.28
C 4.41602 -0.25578 -1.25160 0.06 -0.13 0.05
C 4.77695 -1.57842 -1.06806 -0.18 -0.06 0.07
C 3.86147 -2.44546 -0.47068 0.06 0.24 -0.10
C 2.63235 -1.95113 -0.09206 0.26 -0.27 -0.05
N 2.28710 -0.66055 -0.27745 -0.95 -1.40 0.94
H 1.06587 2.36862 -0.14037 -0.16 0.34 0.18
H 3.29487 2.16360 -0.17906 -0.22 0.11 0.04
H 2.88095 1.98140 -1.89288 -0.30 0.09 0.06
H 5.09542 0.45242 -1.70668 -0.02 0.02 0.02
H 5.75161 -1.93266 -1.37474 0.00 0.01 -0.02
H 4.09924 -3.48605 -0.30617 -0.02 -0.01 0.04
H 1.90002 -2.59486 0.37448 -0.06 0.08 0.01
C -1.42229 1.93366 3.52535 0.26 0.03 -0.40
Si 0.31832 2.21311 2.90618 0.17 -0.09 0.84
C 1.48004 2.54487 4.36272 -0.34 0.11 -0.56
C 0.41204 3.58982 1.61380 0.17 -0.30 0.22
C 1.14031 0.63815 2.11216 -0.06 -0.94 -0.76
H -1.73060 2.74599 4.18557 0.10 0.07 -0.01
H -1.49400 1.00216 4.08589 0.02 -0.03 -0.01
H -2.13019 1.88454 2.69827 -0.07 -0.06 0.02
H 1.09669 3.40096 4.92153 0.06 0.02 0.06
H 2.49300 2.77831 4.03367 0.03 0.01 0.03
H 1.52243 1.69078 5.03863 -0.04 -0.03 -0.01
H -0.10858 4.47914 1.97242 -0.03 0.00 -0.09
H -0.07287 3.28049 0.68323 -0.34 0.20 -0.03
H 1.44468 3.88796 1.41321 0.05 0.02 -0.01
H 1.07457 -0.16099 2.86557 -0.30 0.25 0.21
H 2.19850 0.88590 1.97723 0.08 -0.04 0.09
C -2.33378 2.71150 -2.64181 0.23 0.01 0.16
S -0.84562 1.70158 -2.50459 -0.54 -0.18 -0.94
C -1.30078 0.46585 -3.74581 0.20 0.17 0.13
O -1.02158 0.98620 -1.17651 -0.22 -0.90 1.00
H -2.37163 3.11977 -3.65109 0.06 -0.01 -0.02
H -2.26136 3.52710 -1.92547 0.05 -0.02 0.02
H -3.21464 2.10728 -2.43411 0.07 -0.12 0.01
H -1.39918 0.95320 -4.71482 0.02 0.04 0.00
H -2.23555 -0.01026 -3.45443 -0.03 0.07 0.08
H -0.50127 -0.27111 -3.79047 0.02 0.03 0.00
```
Positions in Å, forces in eV/Å.

Results of the Mulliken charge analysis, in e, for atoms 1 through 6: atom 1 (Os): 1.879, atom 2 (I): 0.152, atom 3 (C): -0.323, atom 4 (C): -0.240, atom 5 (C): -0.346, atom 6 (I): 0.179